Entry 1:
Entry from OMol25: a molecular structure, C22H14N5PtS2 (ωB97M-V/def2-TZVPD).

```
! RIJCOSX wB97M-V def2-TZVPD def2/J DEFGRID3
* xyz 3 1
C 0.248 4.225 0.904
C -0.888 -3.975 0.441
H -1.743 1.373 -1.313
C 3.084 1.605 -0.602
C 2.041 2.520 -0.207
N -1.280 -0.436 -0.433
H 2.277 -4.818 1.300
Pt 0.679 -0.077 0.085
H 2.589 -2.429 0.823
C -3.245 -3.556 -0.260
C 4.563 3.440 -1.184
C -0.003 2.847 0.836
C -3.415 0.022 -1.393
C 1.382 4.767 0.355
H -0.478 4.855 1.398
N 0.864 2.005 0.209
H -2.007 2.109 0.785
N -2.675 -5.669 0.407
C 2.335 3.890 -0.197
C 1.613 -2.876 0.715
C -3.854 -1.254 -1.098
H -4.862 -1.573 -1.334
H -1.607 3.040 2.205
C 0.178 -4.788 0.848
S 2.857 0.015 -0.286
C -1.668 -1.725 -0.243
S -4.226 -5.684 -0.006
C 1.428 -4.226 0.988
C -2.123 0.397 -1.056
H 0.006 -5.840 1.040
H 5.084 1.378 -1.440
C -2.956 -2.165 -0.534
C -1.212 2.307 1.507
H 5.498 3.827 -1.564
C -2.243 -4.431 0.223
H 3.782 5.391 -0.724
C 4.334 2.095 -1.126
C -0.637 -2.627 0.202
H -4.061 0.736 -1.885
C 3.580 4.324 -0.708
N -4.416 -4.148 -0.434
H -0.994 1.383 2.044
N 0.604 -2.088 0.325
H 1.568 5.834 0.390
*
```

Summary:
E	-2035.29254	Ha
lowest unoccupied orbital energy (spin up / spin down)	-13.30 / -13.30	eV
HOMO (spin up / spin down)	-17.2 / -17.2	eV
Kohn-Sham gap (spin up / spin down)	3.927 / 3.927	eV

***

Entry 2:
Entry from OMol25: 2 unconnected molecules or ions with the total composition C5H11NO (ωB97M-V/def2-TZVPD).

```
! RIJCOSX wB97M-V def2-TZVPD def2/J DEFGRID3
* xyz 0 1
H -2.569 1.224 -0.161
O 0.639 -0.328 1.878
H 2.660 0.860 -1.310
H -2.245 -1.286 -0.700
C -0.693 0.098 -0.112
H -1.163 2.166 0.383
H -1.881 0.956 1.461
C -1.320 -1.288 -0.113
N 1.984 -1.024 -0.676
C 2.630 0.062 -0.559
H 1.467 -1.056 -1.555
H 3.150 0.264 0.382
H 1.083 1.159 0.575
C 0.467 0.267 0.846
H -0.370 0.375 -1.127
H -1.556 -1.591 0.910
C -1.643 1.180 0.415
H -0.642 -2.037 -0.535
*
```

Summary:
E	-327.04624	Ha
lowest unoccupied orbital energy	0.84	eV
structure (SMILES)	CC(C)C=O.C=N
HOMO	-9.5	eV
Kohn-Sham gap	10.331	eV

***

Entry 3:
Entry from OMol25: a molecular structure, C4H15FNO5PSi2 at a distorted geometry (ωB97M-V/def2-TZVPD).

```
! RIJCOSX wB97M-V def2-TZVPD def2/J DEFGRID3
* xyz 0 1
C -1.914 -1.442 -3.135
O 1.170 1.164 3.325
H -1.283 -2.289 -2.887
H 0.673 -1.008 1.060
H 1.948 1.229 -1.616
H -0.617 -0.499 3.231
O -0.467 -0.288 -1.616
H 3.478 -0.942 3.388
C -1.424 -0.235 -2.371
C -3.241 1.193 -3.398
P 1.308 -0.242 4.053
H -4.075 1.550 -2.791
C 2.466 -1.200 3.119
Si 2.129 -1.053 1.262
H 2.246 -2.226 3.378
O 2.884 0.279 0.605
H 2.647 -2.264 0.596
H -2.943 -1.679 -2.862
Si 1.995 1.429 -0.165
H -3.549 0.296 -3.922
O -0.092 -0.977 3.898
H -1.715 1.698 -2.010
H -1.857 -1.265 -4.210
H 2.637 2.728 0.089
H 0.497 1.652 3.844
H -2.995 1.963 -4.131
N -2.092 0.935 -2.550
O 1.652 -0.060 5.431
F 0.533 1.553 0.385
*
```

Summary:
E	-1612.82984	Ha
lowest unoccupied orbital energy	0.50	eV
HOMO	-9.8	eV
Kohn-Sham gap	10.332	eV

***

Entry 4:
Entry from OMol25: 3 unconnected molecules or ions with the total composition C4H14NO2S at a distorted geometry (ωB97M-V/def2-TZVPD).

```
! RIJCOSX wB97M-V def2-TZVPD def2/J DEFGRID3
* xyz -1 1
H -0.682 -0.508 0.085
S 0.771 -2.317 0.640
H 0.244 -2.496 -1.632
H -1.477 -2.141 2.194
H -1.211 1.710 -1.699
C 0.200 2.352 -0.191
H 2.030 -1.837 -1.324
C 0.541 -0.408 -1.458
H 0.220 -0.004 2.167
H 1.359 0.309 -1.273
H -1.764 1.469 0.052
H 0.164 2.454 0.905
O 1.016 0.407 2.590
O -2.261 -1.692 1.871
H 1.194 1.907 -0.262
N -0.658 0.031 -0.771
C 0.962 -1.844 -1.142
C -0.947 1.473 -0.663
H -2.086 -1.836 0.929
H 1.654 -0.132 2.106
H 0.486 -0.272 -2.556
H 0.245 3.375 -0.567
*
```

Summary:
E	-764.24593	Ha
lowest unoccupied orbital energy	3.85	eV
HOMO	-3.3	eV
Kohn-Sham gap	7.164	eV

***

Entry 5:
Entry from OMol25: a molecular structure, C17H50B2KNO5S4Sn2 at a distorted geometry (ωB97M-V/def2-TZVPD).

```
! RIJCOSX wB97M-V def2-TZVPD def2/J DEFGRID3
* xyz 2 1
H 1.215 -1.491 -4.532
H 4.383 3.277 3.900
C -0.682 -3.556 -1.246
H -3.321 6.181 4.310
H -1.758 0.719 3.023
B -0.220 1.476 0.084
H 3.794 1.926 -2.798
H -1.584 5.682 4.122
H -2.600 6.101 2.719
H -0.385 3.449 -2.448
H -2.412 -4.207 -2.386
H -2.314 2.258 5.366
H -0.476 -1.853 -4.665
C -1.539 -4.669 -1.913
H 0.210 1.742 3.627
C -0.773 -5.487 -2.946
O 2.819 0.677 3.176
H 0.665 -2.781 -5.627
H 4.083 2.086 -5.781
H -2.021 -5.378 -1.235
C -2.295 3.333 5.202
H -2.803 -1.046 5.515
Sn -1.236 0.430 -2.730
H 0.642 -3.663 0.480
H 3.858 2.310 5.191
H -1.184 -0.371 5.844
H 0.194 -4.969 -4.793
H -1.661 4.845 -2.426
H -1.317 3.744 5.450
C 0.515 -2.321 -4.653
H -2.287 -3.278 0.289
H -0.120 -5.205 0.180
H 0.680 3.406 4.221
C 0.957 2.359 4.121
S 2.278 1.256 -4.432
C -2.260 -0.248 2.925
C 3.251 0.993 -2.952
H 0.493 1.318 -0.761
O -1.537 3.526 2.587
H 0.272 2.125 0.905
H -1.165 2.039 -0.257
H 2.925 3.824 4.800
C -1.637 -2.709 -0.374
H 1.946 -4.917 -2.981
C 0.560 -3.346 -3.476
B -1.502 3.709 -2.567
H 1.159 -4.610 -0.856
H -1.501 -2.169 5.959
C -1.731 -1.230 5.460
H 2.500 -3.970 -4.360
H -1.225 -4.132 -4.540
S -1.290 -1.587 3.737
C 0.259 -4.312 -0.314
N -0.002 -2.736 -2.272
C 3.470 2.967 4.413
H -3.034 3.781 5.868
Sn -0.625 4.700 0.156
K 1.686 -0.553 0.857
H -1.373 -6.304 -3.346
H -0.496 0.489 0.525
H 2.634 2.986 -6.040
H 4.011 0.216 -3.043
O 0.905 1.785 -4.029
H 2.645 -3.348 -2.745
H 0.076 -6.020 -2.508
H -1.930 3.358 -3.568
C 3.259 2.564 -5.252
S -2.720 3.814 3.474
C 1.981 -3.911 -3.405
H -2.321 -0.464 1.862
C -2.593 5.643 3.708
O 0.191 -1.264 3.565
H -2.265 -2.176 -1.099
H 3.564 3.385 -4.605
H 2.583 0.687 -2.150
H -3.213 -0.092 3.431
O 0.714 -1.691 -1.720
H -1.194 -1.914 0.230
S 2.474 2.140 3.145
H 1.192 2.009 5.127
H -2.085 3.142 -1.745
C -0.350 -4.474 -3.981
*
```

Summary:
E	-3778.74367	Ha
lowest unoccupied orbital energy	-8.11	eV
HOMO	-11.2	eV
Kohn-Sham gap	3.091	eV

***

Entry 6:
Entry from OMol25: C4H8O2 in the gas phase (ωB97M-V/def2-TZVPD).

```
! RIJCOSX wB97M-V def2-TZVPD def2/J DEFGRID3
* xyz 0 1
O 0.785 0.684 0.598
H 1.767 -1.142 0.707
H -0.339 -1.713 0.279
C 1.947 -0.090 0.440
C -0.818 -0.981 -0.382
H -2.168 1.499 -0.519
O -2.057 -0.494 0.146
H -1.539 1.295 1.148
C -0.201 0.428 -0.364
H 0.107 0.813 -1.347
C -1.577 0.858 0.144
H 2.700 0.321 1.117
H -0.943 -1.421 -1.380
H 2.336 -0.057 -0.588
*
```

Summary:
E	-307.62084	Ha
lowest unoccupied orbital energy	1.03	eV
structure (SMILES)	COC1COC1
HOMO	-9.8	eV
Kohn-Sham gap	10.832	eV